# 1
A molecular structure, C34H41N7O2S2TeTi, computed with ωB97M-V with the def2-TZVPD basis set.

Properties
ΔE to the lowest compared entry with this formula, charge and spin: 42.41 kcal per mole
gap between HOMO and LUMO (spin up / spin down): 0.2077 / 0.2077 Ha
charge: +2
LUMO energy (spin up / spin down): -5.971 / -5.971 eV

Last column: Mulliken charge in e.
Cartesian coordinates (Å):
Te -0.7322 -4.8596 -1.4178  0.3151
Ti -0.0747 -0.4410 -0.8346  0.7400
S -0.2425 -2.6734 -2.3920  -0.4397
S -1.1302 -6.5691 -4.1877  -0.0727
O -1.0245 -0.1548 0.6436  0.1736
O -0.7120 5.8467 2.9159  -0.4233
N -2.3454 -1.0509 -2.8384  -0.8961
N 3.5950 -2.3996 1.2684  -0.1122
N -1.5290 -0.2415 -2.0667  0.6974
N 0.4131 1.3113 -1.4491  0.6330
N -0.2043 3.4560 2.0032  0.3878
N 1.6791 -1.3044 -0.0444  1.1900
N -2.5276 -3.1488 -3.7824  0.0576
C 2.7232 -1.8568 -0.9695  -0.4357
C -1.2085 1.2962 3.9927  -0.5755
C -2.0333 -0.9520 4.0301  -0.6761
C -1.8730 -2.2090 -3.0712  0.4390
C 1.2979 -7.3420 -4.3062  -0.5312
C -1.0102 7.1963 3.3051  -0.9650
C 1.4790 3.1120 3.7682  0.2444
C -3.5833 -2.2397 -5.8413  -1.0339
C 1.8969 4.8898 5.3167  -0.7408
C 1.4826 3.4622 -1.4593  -0.8529
C -0.0441 -5.9865 -2.9922  0.1264
C -1.8139 -1.0869 2.6738  -0.3906
C -1.8891 1.0678 -1.9931  0.3658
C 2.3821 -3.2062 1.3937  -0.9536
C 1.2170 -6.4925 -3.1739  -0.4127
C 3.9562 -2.2972 -0.1437  -0.9321
C 0.2370 5.1870 3.6111  0.9043
C -1.2888 -0.0219 1.9513  -0.3690
C 1.5402 2.1200 -1.4380  -0.2774
C 0.2033 4.1067 -1.5220  -0.9074
C -3.7941 -2.8393 -4.4611  -0.5200
C 0.0975 -7.4716 -4.9450  -0.4101
C -0.8415 1.9252 -1.6497  -0.4253
C -1.7275 0.2404 4.6977  -0.9588
C 1.1783 -2.3984 0.8619  0.2626
C 2.3552 -0.3057 0.8501  0.1222
C -0.9994 1.1932 2.6003  0.1725
C 3.3298 -1.0626 1.7942  -0.9335
C -3.2609 1.5048 -2.4042  -1.7128
C 0.9384 5.6830 4.7029  -0.5374
C 0.5093 3.8952 3.1656  -0.4545
C -0.7156 2.3061 1.7373  -0.0534
C 2.1751 3.6057 4.8553  -0.9808
C -0.9163 3.3583 -1.6337  -0.2002
H 0.6344 -1.9282 1.6774  0.2234
H 1.6855 2.1199 3.3771  0.5058
H 2.5125 -4.1316 0.8327  0.2123
H -1.0177 2.1990 0.7030  0.5633
H 4.2664 -0.5141 1.8762  0.4158
H -3.0622 -1.2835 -5.7732  0.2776
H -3.9953 0.7444 -2.1480  0.4002
H -3.2984 1.6455 -3.4860  0.2866
H -3.0005 -2.9104 -6.4755  0.2998
H 0.1436 5.1877 -1.5478  0.5419
H 2.2250 -3.4688 2.4394  0.4345
H -1.7632 7.5482 2.6100  0.2441
H 2.9115 -1.1631 2.7958  0.3242
H 2.9706 -1.0888 -1.7000  0.4700
H 1.5923 0.2432 1.4067  -0.7493
H -1.4080 7.2207 4.3185  0.3968
H -4.3612 -3.7661 -4.5188  0.3693
H -1.9616 -3.8766 -4.1908  0.0743
H -4.5454 -2.0711 -6.3260  0.3667
H -3.5473 2.4404 -1.9265  0.5372
H 4.3132 -3.2645 -0.4931  0.4135
H 2.2010 -7.8407 -4.6297  0.4030
H 0.4920 -3.0387 0.3193  -0.2091
H 2.0519 -6.2630 -2.5249  0.4360
H -0.1285 -8.0629 -5.8212  0.4104
H -0.1228 7.8245 3.2343  0.4112
H -2.0535 -2.0013 2.1490  0.6201
H 2.9387 3.0062 5.3315  0.4373
H -0.3036 4.1625 1.2781  0.3917
H 2.2929 -2.6990 -1.5032  0.2391
H 0.7431 6.6784 5.0742  0.4490
H -2.4522 -1.7823 4.5865  0.4549
H 2.3980 4.0381 -1.4533  0.5033
H 2.4919 1.6093 -1.4375  0.4135
H 4.7781 -1.5882 -0.2438  0.2508
H -1.9171 0.3341 5.7586  0.4595
H 2.9037 0.3971 0.2310  0.5335
H 2.4427 5.2866 6.1629  0.4103
H -0.9924 2.2256 4.5010  0.4860
H -4.3400 -2.1507 -3.8217  0.2982
H -1.8822 3.8295 -1.7643  0.3465

=====

# 2
A molecular structure, C34H42AsN3O2PS5V, computed with ωB97M-V with the def2-TZVPD basis set.

Properties
gap between HOMO and LUMO (spin up / spin down): 0.2194 / 0.2214 Ha
charge: -2
spin multiplicity: 3
LUMO energy (spin up / spin down): 4.143 / 4.143 eV

Last column: Mulliken charge in e.
Cartesian coordinates (Å):
As -13.2566 9.5759 21.5810  0.3368
V -10.8629 9.0120 19.1842  0.5080
S -14.8943 8.3407 21.8748  -0.5561
S -13.0221 11.3735 22.6711  -0.5450
S -11.1945 8.7436 21.6366  -0.7005
S -12.8070 10.3440 19.5324  -0.4039
S -7.8003 10.7000 20.2715  1.3135
P -8.9760 6.9071 19.4528  1.3879
O -6.5225 11.1192 19.6663  -0.7984
O -7.7062 9.7631 21.3695  -0.7006
N -10.2988 10.7354 17.5819  0.7547
N -11.1620 7.5914 17.4774  1.3160
N -8.8339 10.1940 19.1199  0.0509
C -9.9444 12.2655 21.1378  0.7913
C -13.9183 7.0880 18.0302  -0.8054
C -14.3355 7.8924 15.6128  -1.0190
C -8.4533 14.4802 21.5070  -0.5153
C -10.4685 15.9478 21.9403  -1.4873
C -13.8709 8.3964 14.3890  0.6462
C -7.8666 13.3607 20.9903  -0.3073
C -12.0347 7.9115 16.4577  -0.2171
C -9.0576 3.9447 16.4618  0.3588
C -9.0618 13.1011 16.8757  -0.7845
C -8.4936 12.2836 17.8326  -0.7230
C -10.8048 11.5010 16.6378  -0.3582
C -10.0000 4.5530 15.5888  -1.5059
C -8.8000 4.6789 17.6243  -0.0240
C -13.4192 7.6138 16.6851  0.8352
C -8.5827 12.2179 20.8296  -0.4546
C -9.8240 14.5937 21.6897  0.9932
C -6.8760 7.8008 17.8757  -1.5438
C -10.2084 8.7362 14.8403  -1.7499
C -10.6135 5.7395 15.9445  -0.2320
C -10.3045 12.7628 16.3075  -0.9615
C -7.1655 7.1955 19.2228  0.9827
C -8.4173 6.3572 22.0964  -1.1763
C -12.5573 8.6698 14.2304  -1.0308
C -10.4096 5.2043 21.2071  -1.4271
C -9.4906 5.8464 18.0382  -0.1368
C -6.1579 6.0670 19.5274  -1.5417
C -8.9951 5.6680 20.8256  0.4495
C -14.8679 8.3444 13.2347  -1.7014
C -11.6082 8.4370 15.2216  1.6814
C -8.3555 2.6663 16.0951  -1.4530
C -10.5732 13.4627 21.4418  -0.8694
C -10.4598 6.4302 17.1516  -0.8142
C -9.1800 11.0613 18.1420  0.5532
H -6.8800 7.0027 17.0858  0.3558
H -13.4346 7.6812 18.8361  -0.0803
H -11.8029 11.2313 16.1640  0.1792
H -14.9705 9.3849 12.9743  0.3358
H -7.0113 8.0119 19.9792  0.1026
H -12.0516 8.9433 13.3019  0.3905
H -8.5991 14.0590 16.6337  0.3676
H -15.4053 7.8113 15.8078  0.2507
H -7.5765 12.6147 18.3124  0.4863
H -7.8345 15.3655 21.6458  0.3067
H -11.6282 13.2554 21.7155  0.0478
H -10.9175 4.6701 20.3423  0.1942
H -14.4975 7.9331 12.3220  0.3415
H -8.3444 5.6877 22.9729  0.4850
H -10.2100 16.7007 21.2442  0.3275
H -11.1378 6.1345 15.0868  0.2176
H -5.8641 8.2798 17.7384  0.3314
H -15.7656 7.9429 13.5614  0.4108
H -14.9699 7.3081 17.9285  0.4895
H -9.8695 7.9353 14.1393  0.4765
H -6.4333 5.0920 19.1663  0.1767
H -10.1733 4.2319 14.5662  0.2697
H -13.7407 5.9032 18.0535  0.0985
H -7.4252 6.8047 21.9499  0.2293
H -5.2367 6.3253 18.8792  0.4293
H -10.8508 13.2887 15.5454  0.4446
H -9.1146 7.1877 22.3802  0.0773
H -9.5207 8.8517 15.6316  -0.2400
H -8.1367 4.2202 18.3132  0.2741
H -6.7700 13.3051 20.7062  0.2819
H -8.5571 1.8710 16.7894  0.3282
H -10.2435 9.6408 14.1932  0.5820
H -10.9284 6.0500 21.5432  0.2428
H -8.4366 4.7602 20.5141  0.3873
H -11.5539 15.8402 22.0208  0.3341
H -10.4125 4.4897 22.0280  0.4867
H -7.2561 2.8360 16.0411  0.3008
H -5.8136 6.0195 20.5416  0.3387
H -10.0637 16.3706 22.9019  0.3311
H -10.5549 11.3885 21.1998  -0.1795
H -7.5747 8.5443 17.5146  0.0189
H -8.7255 2.2883 15.1411  0.3557

=====

Values of max |F|, in order: 0.0406; 0.0642, all in hartree/bohr.
Values of E, in order: -3767.35795; -7147.76458, all in Ha.